[1]
Entry from the Open Molecules 2025 dataset: 15 unconnected molecules or ions with the total composition C20H70N20O20 in a non-equilibrium geometry (ωB97M-V/def2-TZVPD).

Geometry as XYZ:
```
130
Properties=species:S:1:pos:R:3
C 16.947 20.040 14.398
O 16.342 19.711 13.331
N 16.346 20.616 15.522
N 18.309 19.844 14.420
H 16.876 20.932 16.343
H 15.359 20.819 15.484
H 18.894 20.074 15.180
H 18.714 19.528 13.538
C 17.734 17.012 11.286
O 18.211 16.637 12.360
N 17.188 18.225 11.065
N 17.863 16.234 10.161
H 16.977 18.742 11.912
H 16.689 18.308 10.192
H 17.947 15.271 10.442
H 17.301 16.366 9.326
C 15.041 16.289 15.341
O 14.096 16.952 15.826
N 15.194 15.000 15.753
N 15.808 16.716 14.311
H 14.386 14.850 16.376
H 16.102 14.679 15.517
H 15.699 17.690 14.040
H 16.755 16.374 14.145
C 11.262 16.063 13.213
O 12.303 15.697 12.694
N 10.012 15.936 12.642
N 11.288 16.545 14.521
H 9.228 16.586 12.659
H 10.164 15.553 11.723
H 12.111 16.675 15.093
H 10.390 16.799 14.979
C 11.819 12.177 14.072
O 12.833 11.720 13.549
N 10.666 11.402 14.311
N 11.774 13.506 14.553
H 9.880 12.023 14.146
H 10.606 10.777 13.505
H 10.930 13.842 14.969
H 12.554 14.109 14.404
C 16.148 11.516 12.514
O 17.180 11.815 11.896
N 15.227 10.729 11.898
N 16.045 11.829 13.804
H 15.277 10.734 10.893
H 14.298 10.679 12.273
H 16.630 12.456 14.246
H 15.164 11.650 14.306
C 14.137 19.085 9.053
O 15.163 18.540 8.568
N 12.901 18.633 8.813
N 14.252 20.248 9.722
H 12.868 17.969 8.085
H 12.057 18.991 9.293
H 15.138 20.511 10.109
H 13.404 20.483 10.252
C 18.811 14.031 14.537
O 17.686 13.947 15.048
N 19.020 13.433 13.343
N 19.852 14.622 15.184
H 19.918 13.501 12.876
H 18.363 12.774 12.903
H 20.508 15.245 14.723
H 19.460 15.022 16.041
C 11.646 11.153 10.783
O 10.719 10.641 11.402
N 11.802 12.522 10.704
N 12.713 10.430 10.292
H 12.551 12.893 10.127
H 10.985 13.048 10.888
H 13.324 10.837 9.575
H 12.667 9.439 10.241
C 17.141 10.316 8.837
O 16.049 10.800 9.185
N 17.925 9.632 9.768
N 17.660 10.404 7.511
H 17.731 9.728 10.745
H 18.866 9.370 9.555
H 16.913 10.266 6.829
H 18.442 9.729 7.341
C 10.697 21.718 9.790
C 9.684 20.715 9.359
O 10.065 19.319 9.315
O 10.928 21.678 11.216
H 10.329 22.689 9.582
H 11.650 21.528 9.279
H 9.408 20.936 8.336
H 8.872 20.832 10.062
H 9.483 18.719 9.808
H 11.903 21.638 11.380
C 9.602 13.920 9.041
C 9.623 15.464 8.773
O 10.417 16.195 9.742
O 9.067 13.589 10.324
H 10.654 13.647 8.926
H 9.091 13.361 8.292
H 8.578 15.847 8.836
H 9.967 15.612 7.790
H 11.352 16.209 9.498
H 9.010 12.645 10.268
C 12.437 19.583 13.282
C 12.362 20.014 14.722
O 13.508 19.718 15.448
O 13.366 20.489 12.622
H 11.524 19.488 12.707
H 12.868 18.573 13.298
H 11.477 19.533 15.160
H 12.275 21.090 14.783
H 13.764 18.759 15.424
H 14.169 19.989 12.630
C 14.578 15.678 10.709
C 15.347 14.433 11.110
O 15.830 13.679 10.050
O 13.316 15.474 10.066
H 15.125 16.317 10.021
H 14.360 16.341 11.612
H 14.670 13.845 11.693
H 16.113 14.728 11.850
H 16.394 12.980 10.344
H 12.708 15.376 10.815
C 12.975 14.538 6.659
C 14.000 13.590 7.190
O 13.553 13.033 8.447
O 12.635 15.591 7.512
H 11.993 13.978 6.515
H 13.174 14.947 5.631
H 15.017 13.967 7.324
H 14.012 12.803 6.454
H 14.410 13.037 8.941
H 13.176 15.523 8.303
```

## Properties
Energy relative to the best compared isomer or geometry (same formula, charge and spin) = 0.0 kcal per mole
Gap between HOMO and LUMO = 0.359 Ha
Lowest unoccupied orbital energy = 0.49 eV
HOMO energy = -0.341 Ha

[2]
Entry from the Open Molecules 2025 dataset: 17 unconnected molecules or ions with the total composition C20H74O27 in a non-equilibrium geometry (ωB97M-V/def2-TZVPD).

Geometry as XYZ:
```
121
Properties=species:S:1:pos:R:3
O -8.657 -15.727 24.545
H -8.273 -16.297 23.873
H -7.992 -15.418 25.151
O -6.947 -17.354 20.399
H -7.601 -17.887 20.008
H -6.554 -16.840 19.693
O -8.439 -15.209 21.396
H -8.871 -15.778 20.732
H -7.541 -15.481 21.232
O -10.858 -18.395 17.335
H -10.738 -18.869 16.528
H -11.330 -19.031 17.826
O -11.206 -17.091 23.072
H -11.069 -16.322 22.492
H -11.056 -16.711 23.903
O -9.613 -16.233 19.112
H -9.455 -15.414 18.690
H -9.345 -16.891 18.518
O -12.591 -20.263 18.694
H -12.531 -21.198 18.892
H -13.300 -19.805 18.986
C -9.197 -19.840 20.268
C -8.948 -19.249 21.676
O -9.931 -19.537 22.660
O -8.475 -19.323 19.201
H -10.351 -19.809 20.128
H -9.141 -20.894 20.259
H -8.933 -18.158 21.645
H -7.916 -19.564 21.855
H -10.519 -18.831 22.563
H -8.239 -19.956 18.552
C -9.681 -21.802 17.276
C -9.103 -23.182 17.246
O -9.878 -24.021 18.154
O -8.692 -20.912 16.975
H -10.094 -21.648 18.256
H -10.519 -21.854 16.553
H -8.038 -23.157 17.569
H -9.183 -23.689 16.345
H -9.331 -24.795 18.535
H -8.286 -21.196 16.133
C -5.687 -21.887 24.965
C -5.060 -23.187 24.217
O -4.079 -23.879 25.094
O -6.590 -21.333 24.044
H -4.921 -21.149 25.149
H -6.210 -22.091 25.907
H -4.507 -22.949 23.317
H -5.844 -23.785 23.869
H -3.731 -23.194 25.734
H -7.041 -20.549 24.452
C -4.666 -17.609 24.000
C -6.125 -17.987 23.693
O -6.534 -16.858 22.962
O -4.157 -18.724 24.661
H -4.739 -16.607 24.531
H -3.954 -17.438 23.129
H -6.834 -18.150 24.573
H -6.240 -18.843 22.964
H -6.729 -17.069 22.015
H -3.229 -18.565 24.878
C -13.861 -17.308 20.345
C -12.661 -17.022 19.397
O -12.391 -15.643 19.436
O -13.866 -18.698 20.451
H -14.802 -16.969 20.008
H -13.700 -16.901 21.313
H -13.065 -17.194 18.425
H -11.841 -17.651 19.717
H -11.701 -15.494 18.851
H -14.463 -18.945 21.112
C -8.690 -23.111 21.935
C -9.329 -23.971 22.944
O -10.406 -23.254 23.411
O -7.483 -23.647 21.607
H -8.512 -22.108 22.185
H -9.369 -23.031 21.090
H -8.548 -24.121 23.727
H -9.684 -24.872 22.530
H -11.076 -23.172 22.797
H -7.024 -22.943 21.084
C -5.263 -22.007 20.217
C -6.242 -22.129 19.041
O -5.732 -23.145 18.207
O -5.764 -21.152 21.127
H -4.250 -21.636 19.797
H -4.900 -23.006 20.638
H -6.249 -21.152 18.602
H -7.209 -22.276 19.376
H -5.863 -22.886 17.284
H -5.084 -20.815 21.722
C -9.790 -20.562 25.385
C -10.917 -19.526 25.635
O -12.152 -20.112 25.343
O -8.650 -19.762 25.219
H -9.957 -21.272 24.631
H -9.741 -21.147 26.321
H -10.874 -18.456 25.204
H -11.134 -19.331 26.630
H -12.734 -19.293 25.403
H -8.672 -19.463 24.326
C -13.840 -22.203 23.040
C -13.066 -21.393 22.032
O -11.737 -21.571 21.968
O -15.270 -22.029 22.807
H -13.590 -21.927 24.054
H -13.813 -23.246 23.017
H -13.193 -20.317 22.227
H -13.383 -21.607 20.974
H -11.256 -20.825 22.365
H -15.514 -21.861 21.934
C -7.572 -17.491 14.445
C -7.443 -17.605 15.930
O -7.153 -16.369 16.503
O -8.874 -16.870 14.186
H -7.581 -18.441 13.952
H -6.867 -16.855 13.874
H -6.602 -18.237 16.092
H -8.236 -18.041 16.489
H -7.409 -15.616 15.985
H -8.728 -15.932 14.437
```

## Properties
Energy relative to the best compared isomer or geometry (same formula, charge and spin) = 169.1 kcal per mole
Gap between HOMO and LUMO = 0.329 Ha
Lowest unoccupied orbital energy = -0.33 eV
HOMO energy = -0.341 Ha

[3]
Entry from the Open Molecules 2025 dataset: 20 unconnected molecules or ions with the total composition C20H80O20 in a non-equilibrium geometry (ωB97M-V/def2-TZVPD).

Geometry as XYZ:
```
120
Properties=species:S:1:pos:R:3
C -2.245 2.836 -2.899
O -2.571 3.490 -4.153
H -2.993 3.043 -2.133
H -2.285 1.761 -3.072
H -1.246 3.093 -2.547
H -3.411 3.161 -4.482
C -1.553 2.055 3.750
O -2.526 1.040 3.533
H -1.502 2.229 4.825
H -0.552 1.866 3.363
H -1.758 2.988 3.226
H -3.438 1.340 3.522
C 3.601 1.651 -0.244
O 3.094 2.448 -1.248
H 3.146 1.981 0.690
H 3.558 0.565 -0.330
H 4.645 1.955 -0.317
H 3.575 2.183 -2.035
C 1.847 -0.310 3.894
O 2.133 -1.703 4.128
H 1.115 -0.191 3.096
H 1.428 0.069 4.826
H 2.721 0.307 3.686
H 2.236 -2.152 3.286
C -1.930 5.340 0.865
O -0.761 4.955 1.535
H -1.957 6.336 0.422
H -2.119 4.631 0.060
H -2.768 5.270 1.559
H -0.147 4.623 0.876
C 4.502 5.551 -0.356
O 5.226 5.729 -1.546
H 4.983 4.972 0.432
H 4.195 6.486 0.112
H 3.531 5.109 -0.580
H 4.715 6.121 -2.259
C -0.194 -4.347 -0.786
O 0.336 -5.059 0.295
H 0.421 -4.545 -1.664
H -1.235 -4.605 -0.982
H -0.158 -3.278 -0.579
H 0.329 -6.000 0.107
C -2.620 -1.069 -2.937
O -3.549 -1.124 -1.836
H -1.673 -0.636 -2.615
H -2.481 -2.023 -3.447
H -3.055 -0.390 -3.670
H -3.341 -1.858 -1.252
C -4.177 1.428 0.499
O -4.774 1.073 -0.732
H -3.087 1.400 0.499
H -4.533 2.432 0.733
H -4.515 0.867 1.370
H -4.236 0.355 -1.075
C -1.342 -2.214 2.476
O -2.214 -1.178 1.961
H -1.813 -2.553 3.399
H -1.239 -3.069 1.808
H -0.376 -1.849 2.824
H -2.352 -0.502 2.629
C 2.250 3.692 3.006
O 2.940 3.004 4.039
H 2.939 4.224 2.351
H 1.735 2.954 2.392
H 1.564 4.406 3.461
H 3.789 2.884 3.608
C 0.775 5.204 -1.529
O 1.014 4.321 -0.508
H 0.444 4.637 -2.399
H -0.058 5.870 -1.303
H 1.646 5.798 -1.806
H 1.753 3.744 -0.714
C 1.178 -3.884 -4.927
O 2.158 -2.932 -4.683
H 1.517 -4.677 -5.594
H 0.860 -4.357 -3.998
H 0.310 -3.396 -5.371
H 1.779 -2.190 -4.206
C -3.086 -6.311 0.908
O -3.664 -6.300 2.182
H -2.866 -5.267 0.683
H -2.127 -6.823 0.840
H -3.820 -6.708 0.207
H -2.953 -6.107 2.798
C 2.920 -2.905 0.425
O 2.047 -2.984 1.531
H 2.991 -1.894 0.024
H 3.897 -3.336 0.642
H 2.609 -3.432 -0.477
H 1.335 -3.595 1.328
C 1.904 -0.360 -2.786
O 0.911 -1.342 -2.469
H 1.599 0.624 -2.431
H 2.869 -0.650 -2.372
H 2.070 -0.177 -3.848
H 0.738 -1.140 -1.547
C -0.610 -5.889 3.561
O -1.879 -5.651 4.186
H 0.049 -6.490 4.187
H -0.722 -6.319 2.566
H -0.126 -4.962 3.253
H -1.697 -5.120 4.965
C -0.232 0.882 -0.023
O -0.187 -0.494 -0.025
H 0.787 1.184 -0.265
H -1.022 1.273 -0.664
H -0.420 1.219 0.996
H -0.831 -0.832 0.602
C 3.877 3.023 -4.224
O 4.014 1.693 -3.797
H 4.173 3.211 -5.256
H 2.810 3.208 -4.109
H 4.365 3.814 -3.655
H 4.891 1.365 -4.010
C -4.644 -3.095 0.551
O -3.299 -2.804 0.216
H -4.672 -3.343 1.613
H -5.278 -2.239 0.322
H -5.042 -4.011 0.113
H -2.892 -2.304 0.927
```

## Properties
Energy relative to the best compared isomer or geometry (same formula, charge and spin) = 169.9 kcal per mole
Gap between HOMO and LUMO = 0.366 Ha
Lowest unoccupied orbital energy = 0.25 eV
HOMO energy = -0.357 Ha

[4]
Entry from the Open Molecules 2025 dataset: a molecular structure, C21H11AuBF4N4O6S in a non-equilibrium geometry (ωB97M-V/def2-TZVPD).

Geometry as XYZ:
```
49
Properties=species:S:1:pos:R:3
Au 1.869 -0.233 1.081
S 3.836 0.305 2.327
C 4.306 -1.201 1.731
C 5.603 -1.805 1.769
C 5.741 -3.091 1.208
C 4.670 -3.694 0.570
C 3.448 -3.039 0.520
N 3.291 -1.840 1.153
H 6.418 -1.265 2.305
H 6.740 -3.637 0.983
H 4.860 -4.648 0.097
H 2.527 -3.426 -0.026
F 2.301 4.423 -0.285
B 2.836 3.461 -1.167
F 3.430 3.964 -2.285
F 1.713 2.628 -1.582
F 3.771 2.634 -0.449
O 0.226 -0.993 0.044
C 0.072 -1.950 -0.826
O 0.884 -2.357 -1.669
C -1.347 -2.436 -0.735
C -2.053 -2.355 0.483
C -3.280 -3.003 0.600
C -3.861 -3.765 -0.383
C -3.236 -3.591 -1.563
C -1.923 -3.174 -1.774
N -4.021 -3.961 -2.767
O -3.426 -3.995 -3.882
O -5.259 -4.201 -2.654
N -3.848 -3.176 1.894
O -4.817 -3.940 2.074
O -3.324 -2.539 2.854
H -1.579 -1.826 1.351
H -4.730 -4.374 -0.267
H -1.501 -3.337 -2.821
N -3.651 7.951 -0.651
C -3.007 7.013 -0.391
C -2.270 5.790 -0.036
C -0.977 5.928 0.530
C -0.178 4.839 0.657
C -0.624 3.530 0.235
C -1.949 3.438 -0.210
C -2.761 4.563 -0.347
C 0.104 2.330 0.654
C 0.734 1.318 0.965
H -0.642 6.892 0.979
H 0.868 4.918 0.847
H -2.206 2.435 -0.497
H -3.779 4.494 -0.644
```

## Properties
Energy relative to the best compared isomer or geometry (same formula, charge and spin) = 50.9 kcal per mole
Gap between HOMO and LUMO (spin up / spin down) = 0.213 / 0.131 Ha
Spin multiplicity = 3
Lowest unoccupied orbital energy (spin up / spin down) = 0.51 / -1.97 eV
HOMO energy (spin up / spin down) = -0.195 / -0.204 Ha
⟨S²⟩ = 2.0267
Total charge = -1